#i
10
Properties=species:S:1:pos:R:3 method="wB97M-V/def2-TZVPD" total_charge=+1 gap_ev="7.53 / 8.21"
C 0.328 -1.053 0.719
C 1.210 -0.143 -1.217
C -0.877 0.430 -0.508
N -0.745 -0.379 0.484
N 1.424 -0.694 -0.030
N 0.021 0.338 -1.534
H 0.371 -1.840 1.457
H -2.231 2.056 0.990
H 2.373 -0.946 0.238
H -0.170 0.681 -2.472

---

#ii
10
Properties=species:S:1:pos:R:3 method="wB97M-V/def2-TZVPD" total_charge=+1 gap_ev=8.36
C 1.623 -0.234 -0.176
C -2.680 -0.305 -0.257
C 2.716 0.398 -0.134
N 0.548 -0.819 -0.083
N -3.337 0.561 0.072
N -0.411 -1.418 0.090
H 2.721 1.524 -0.290
H 3.613 -0.043 0.441
H -3.378 1.418 0.587
H -1.414 -1.081 -0.250

---

Most stable: #ii. Least stable: #i.

---

#i
27
Properties=species:S:1:pos:R:3 method="wB97M-V/def2-TZVPD" gap_ev="9.38 / 5.10"
C -1.584 -1.047 -0.720
C -1.728 0.528 1.487
C -2.936 1.030 -0.583
C 3.394 1.262 0.419
C 1.592 -2.318 -0.612
C -1.676 0.453 -0.064
N 2.077 0.468 0.231
N -0.603 1.207 -0.588
Si 2.005 -1.115 0.739
H -2.487 -1.128 -1.375
H -0.685 -1.131 -1.306
H -1.632 -1.843 -0.012
H -2.672 0.291 1.946
H -1.449 1.560 1.786
H -1.095 -0.200 1.957
H -3.726 0.358 -0.278
H -3.248 1.974 -0.102
H -2.737 1.086 -1.628
H 4.261 0.732 0.857
H 3.832 1.583 -0.534
H 3.151 2.236 0.953
H 0.890 -3.025 -0.370
H 1.185 -1.756 -1.426
H 2.386 -2.705 -1.140
H 1.228 0.937 -0.061
H -0.899 1.981 -1.124
H 3.154 -1.419 1.548

---

#ii
27
Properties=species:S:1:pos:R:3 method="wB97M-V/def2-TZVPD" gap_ev=9.52
C -1.856 -0.990 1.704
C -0.418 -0.876 -2.804
C 0.598 1.343 2.201
C -1.518 -1.009 0.267
C 0.283 -1.441 -1.544
C 0.012 -0.899 -0.103
N 2.973 0.689 -0.149
N 0.029 2.184 -0.534
Si 0.800 0.855 0.417
H -1.184 -1.592 2.295
H -1.762 0.051 2.253
H -2.817 -1.349 2.014
H -0.294 0.137 -2.789
H -1.545 -1.080 -2.804
H 0.034 -1.357 -3.744
H 1.169 0.644 2.966
H 1.236 2.206 2.491
H -0.466 1.525 2.490
H -2.026 -0.157 -0.260
H -1.961 -1.980 -0.314
H 0.112 -2.470 -1.412
H 1.438 -1.141 -1.587
H 0.459 -1.547 0.581
H 3.220 1.319 0.638
H 3.209 1.214 -1.033
H 0.425 2.684 -1.342
H -0.150 3.035 0.101

---

Most stable: #ii. Least stable: #i.

---

#i
13
Properties=species:S:1:pos:R:3 method="wB97M-V/def2-TZVPD" total_charge=-1 gap_ev="3.94 / 7.07" spin_multiplicity=2 s2=0.756
C 0.415 -0.274 1.997
N 0.131 -0.103 0.445
C -1.538 0.655 0.208
H -0.416 -0.829 2.407
H 1.346 -0.844 2.128
H 0.415 0.719 2.427
H -1.042 -0.436 0.519
H -1.357 1.742 0.315
H -2.608 0.408 0.469
H -1.616 0.415 -0.849
H 0.830 -0.055 -1.520
H 0.900 0.260 -3.011
O 1.218 -0.383 -2.364

---

#ii
13
Properties=species:S:1:pos:R:3 method="wB97M-V/def2-TZVPD" total_charge=-1 gap_ev="2.03 / 10.54" spin_multiplicity=2 s2=0.750
O -6.703 0.794 -2.278
H -5.926 1.155 -1.744
C 1.273 0.410 0.563
C 2.314 -0.601 0.256
N 2.852 -1.395 1.364
H 0.745 0.841 -0.348
H 1.484 1.433 1.226
H 0.415 -0.373 1.122
H 2.961 0.068 -0.288
H 1.973 -1.049 -0.687
H -6.631 0.888 -3.251
H 3.310 -0.728 2.073
H 1.933 -1.443 1.992

---

Most stable: #ii. Least stable: #i.